1.
DFT (ωB97M-V/def2-TZVPD) results for a cluster of 5 separate species, C42H49BN9O2 in total.

The geometry in XYZ format:
```
103
Properties=species:S:1:pos:R:3:forces:R:3
C 2.068488 1.651744 2.280913 -0.500 -0.514 0.738
C 0.879911 1.120631 1.374283 1.413 -0.106 -0.156
B 1.466100 0.632463 -0.036089 -2.648 0.203 -0.626
O 0.659629 0.790149 -1.180740 2.273 0.793 0.982
C 2.933760 0.003193 -0.300863 2.518 0.568 -2.143
C 3.771986 0.752021 -1.289028 2.186 -2.718 0.844
C 5.133119 0.222427 -1.565817 -2.425 -0.949 1.524
C 6.131738 0.894009 -2.544079 0.448 0.330 0.231
N 6.323739 2.324097 -2.114289 -0.451 -0.903 -0.818
C 5.476914 -1.039574 -0.808004 0.615 1.247 -1.099
C 6.889122 -1.637434 -1.035690 0.352 -1.132 -0.830
C 7.166100 -2.448864 -2.229236 2.746 0.684 2.217
C 8.565305 -2.879710 -2.271714 -1.524 0.994 0.880
C 9.472035 -2.495953 -1.208362 1.078 -0.708 -0.624
N 9.249705 -1.780344 -0.060529 -2.910 -0.870 -3.162
C 7.935368 -1.398310 -0.066686 -0.976 0.742 0.902
N 4.656682 -1.672538 0.049187 1.233 1.402 -1.454
N 3.483990 -1.122924 0.257263 -2.191 1.366 0.659
C 2.636852 -1.849911 1.260351 0.031 -1.236 1.247
C 1.504025 -2.757468 0.635635 -0.077 -0.340 0.304
C 1.395574 -2.816156 -0.928348 -1.473 -1.383 -0.204
N 0.146460 -2.116996 -1.349481 0.549 -0.437 0.077
C -1.055147 -2.922086 -1.058309 -2.202 0.433 -0.027
C -2.300993 -1.943857 -0.813030 -1.676 1.220 0.185
C -2.176131 -0.738183 0.043239 -1.747 -0.779 -1.158
C -3.274975 0.192729 0.246576 -0.943 -0.810 -0.787
C -4.614885 0.001729 -0.365146 2.911 -2.632 -0.829
C -4.755835 -1.208131 -1.195712 1.492 1.219 1.307
C -3.631753 -2.154125 -1.404089 -0.092 1.836 0.914
O -3.904756 -3.265702 -2.225159 -0.056 0.622 1.162
H 1.650050 1.764975 3.324157 0.760 0.322 -1.060
H 2.535680 2.599609 1.904211 -0.707 -0.793 0.454
H 2.891745 0.878220 2.369246 -0.841 0.771 -0.170
H 0.057573 1.869534 1.222379 0.790 -0.602 0.216
H 0.419601 0.216689 1.865593 0.308 0.788 -0.380
H 0.189866 1.644705 -1.147710 -0.469 -0.741 0.164
H 3.413294 1.661650 -1.818894 0.035 -0.899 0.647
H 5.817732 0.820083 -3.630753 -0.158 -0.193 1.231
H 7.161343 0.438921 -2.501835 -1.283 0.098 0.188
H 6.860238 2.738385 -2.883862 -0.237 0.224 0.530
H 5.403388 2.771380 -2.108587 0.455 0.112 -0.114
H 6.449315 -2.715008 -3.036201 0.509 0.344 0.884
H 8.933316 -3.500699 -3.122402 -0.251 0.664 0.955
H 10.538954 -2.836073 -1.331530 -1.234 0.326 0.143
H 7.629690 -0.796345 0.836574 0.312 -0.643 -1.025
H 3.310259 -2.538147 1.849266 -0.335 0.978 -0.939
H 2.237884 -1.141858 2.042599 0.411 -0.399 -1.292
H 1.651754 -3.816720 1.000724 0.061 1.233 -0.272
H 0.521487 -2.437980 1.095173 0.948 -0.268 -0.806
H 1.223928 -3.906495 -1.204179 0.723 0.943 0.373
H 2.292290 -2.494667 -1.512770 -0.745 0.074 0.631
H 0.144578 -1.961879 -2.358707 0.206 0.159 0.399
H -1.344905 -3.615806 -1.908128 0.419 0.696 0.842
H -0.977357 -3.570032 -0.146952 0.282 0.730 -0.673
H -1.185096 -0.586732 0.523701 -0.980 0.074 -0.450
H -3.169986 1.121033 0.867714 0.257 -1.160 -0.618
H -5.448166 0.730253 -0.233237 0.888 -0.943 -0.003
H -5.753750 -1.368146 -1.675239 1.122 -0.160 0.319
H -4.827745 -3.501426 -2.007531 0.580 0.055 -0.472
N 1.387731 4.879661 0.958495 -0.040 0.240 -0.364
C 2.312880 5.132215 0.024688 -0.221 -0.144 0.242
C 2.233767 6.181326 -0.876749 -0.020 -0.032 -0.015
C 1.130517 7.018373 -0.812736 -0.049 0.101 -0.073
C 0.157532 6.777284 0.143835 0.093 0.013 -0.049
C 0.333358 5.702474 1.001304 0.168 -0.277 0.197
H 3.156579 4.448050 0.011809 0.063 0.063 -0.028
H 3.014442 6.339321 -1.609544 -0.009 -0.006 0.036
H 1.030768 7.849690 -1.500777 0.015 -0.028 0.031
H -0.717589 7.408847 0.223760 0.019 -0.039 0.033
H -0.399305 5.475990 1.768749 -0.028 0.057 -0.045
N -6.836840 0.176843 1.810448 -0.127 0.085 0.534
C -7.458322 1.176414 2.447602 0.117 -0.197 -0.280
C -7.535545 1.282394 3.827105 0.029 -0.035 0.021
C -6.938353 0.295048 4.594332 0.009 0.000 0.125
C -6.289910 -0.751669 3.958207 -0.048 0.077 0.012
C -6.266616 -0.762880 2.572726 -0.070 0.091 -0.344
H -7.913043 1.923116 1.804835 -0.025 0.026 0.073
H -8.049853 2.115432 4.288261 0.005 -0.020 -0.040
H -6.977572 0.340837 5.676419 -0.003 0.000 -0.044
H -5.812560 -1.541007 4.524092 -0.008 0.007 -0.048
H -5.768029 -1.559337 2.029276 0.040 0.001 0.053
N -2.367013 -4.535122 1.645930 -0.285 -0.617 -0.067
C -2.052970 -5.360860 2.653187 0.056 0.425 -0.223
C -2.621856 -6.609162 2.840644 -0.001 -0.009 0.033
C -3.579314 -7.034402 1.937577 -0.109 -0.185 -0.008
C -3.927008 -6.204375 0.885460 0.041 0.082 -0.019
C -3.295696 -4.974429 0.777250 0.343 0.279 0.367
H -1.302921 -4.983710 3.340901 -0.013 -0.072 0.037
H -2.323953 -7.231005 3.674701 0.008 0.044 -0.015
H -4.050162 -8.003784 2.051532 0.018 0.041 -0.005
H -4.671998 -6.505341 0.160404 0.029 0.032 0.002
H -3.530285 -4.290000 -0.029475 -0.012 -0.105 0.004
N -2.579222 3.021622 -1.299020 0.029 0.442 -0.226
C -1.870726 4.143843 -1.479674 -0.127 -0.367 0.067
C -2.339678 5.251871 -2.166094 0.006 -0.004 -0.002
C -3.616152 5.197973 -2.702645 -0.090 0.099 -0.077
C -4.369237 4.047857 -2.531715 0.104 0.080 0.025
C -3.808606 2.995047 -1.824754 0.218 -0.146 0.148
H -0.875688 4.138623 -1.044663 0.024 0.133 -0.005
H -1.721742 6.133559 -2.278193 0.008 -0.045 0.015
H -4.019499 6.043254 -3.247914 0.020 -0.034 0.021
H -5.369480 3.968863 -2.936950 0.031 -0.030 0.028
H -4.359915 2.076904 -1.662491 0.008 0.044 -0.087
```
Forces are in eV/Å.

The frontier orbital gap is 5.85 eV. Its molar mass is 722.73 Da. The calculation puts the highest occupied orbital energy at -9.902 eV. Its total charge is +1.

2.
DFT (ωB97M-V/def2-TZVPD) results for a structure of composition C42H49BiN7OP2S.

The geometry in XYZ format:
```
103
Properties=species:S:1:pos:R:3:forces:R:3
Bi 0.291670 -0.508027 -0.771662 -0.157 0.145 -0.213
C -5.884404 1.652797 0.568012 0.038 -0.010 -0.019
C -4.775696 0.825106 -0.025485 -0.035 0.013 0.007
C -4.517998 -0.472146 0.410799 -0.008 -0.005 0.038
C -3.473481 -1.206503 -0.116414 0.013 -0.019 0.037
C -2.651539 -0.702288 -1.126202 0.075 -0.033 -0.048
N -1.542262 -1.439334 -1.625564 0.018 -0.076 -0.072
C -1.779499 -2.747083 -2.063953 -0.062 0.177 0.034
C -3.090848 -3.193529 -2.318235 0.010 0.049 0.042
C -3.385132 -4.480495 -2.714501 -0.009 -0.022 -0.022
C -2.386969 -5.433372 -2.891825 -0.052 -0.050 -0.020
C -2.694180 -6.854595 -3.286461 0.025 0.070 0.007
C -1.089541 -4.995083 -2.718944 0.086 -0.019 -0.027
C -0.778568 -3.682428 -2.364736 0.199 0.016 0.060
N 0.622502 -3.361049 -2.396905 -0.052 0.031 0.059
C 1.494612 -3.854945 -3.297169 -0.065 0.035 -0.040
C 2.766454 -3.541830 -2.878342 0.059 0.055 -0.020
C 2.577871 -2.829972 -1.695508 0.020 0.031 0.179
N 1.282361 -2.722821 -1.394664 -0.216 -0.233 -0.151
C -2.915361 0.599447 -1.554364 0.060 0.081 -0.150
C -3.947666 1.348962 -1.005349 -0.009 0.039 0.011
N -2.099243 1.217478 -2.547732 -0.006 -0.024 0.121
C -2.470839 2.133028 -3.471997 -0.037 -0.133 0.015
C -1.330947 2.584484 -4.087099 0.125 0.006 -0.030
C -0.289210 1.885355 -3.456568 -0.013 -0.042 -0.058
N -0.762861 1.063960 -2.532088 0.006 0.210 -0.053
H -6.555370 1.039359 1.167693 0.008 0.002 -0.008
H -5.482003 2.438214 1.211241 -0.001 -0.011 -0.002
H -6.473096 2.138478 -0.210748 -0.001 -0.006 0.009
H -5.138248 -0.909146 1.185726 0.015 0.008 -0.019
H -3.281915 -2.209428 0.240517 0.003 0.002 -0.026
H -3.903629 -2.491727 -2.211720 -0.022 0.001 0.035
H -4.421816 -4.749702 -2.883427 0.021 0.009 0.006
H -3.708989 -7.128130 -3.000152 0.009 0.001 0.002
H -2.607198 -6.993053 -4.366393 -0.005 0.011 0.013
H -2.007824 -7.553878 -2.808324 -0.010 0.007 -0.004
H -0.272396 -5.693303 -2.860360 -0.003 0.019 0.027
H 1.147503 -4.381790 -4.169730 -0.011 -0.006 0.040
H 3.694865 -3.779230 -3.368116 -0.027 -0.012 0.022
H 3.312994 -2.394729 -1.035948 -0.122 0.024 -0.051
H -4.087176 2.372480 -1.333937 0.012 -0.019 0.001
H -3.509295 2.363693 -3.640703 0.030 0.001 0.029
H -1.256961 3.302663 -4.885518 -0.017 -0.034 0.031
H 0.772896 1.928316 -3.640528 -0.038 0.001 0.008
C -1.178193 0.540968 5.696730 0.020 -0.002 0.000
C -2.220870 0.210425 4.639938 0.056 0.001 0.001
N -1.715927 -0.768307 3.665853 -0.049 -0.041 0.049
C -1.958546 -2.175010 4.004961 -0.033 0.091 -0.062
C -3.303214 -2.672449 3.498669 0.003 0.040 -0.024
C -1.033022 -0.357369 2.597853 -0.148 -0.161 -0.167
S -0.493460 -1.606420 1.496377 0.207 -0.130 0.153
N -0.772036 0.944328 2.539930 0.032 0.236 -0.031
C -0.510146 1.675054 1.473251 0.139 0.066 0.108
O -0.653148 1.356617 0.254050 0.025 -0.425 -0.051
C 0.010320 3.048475 1.731229 -0.010 -0.019 0.004
C -0.112495 3.647927 2.982243 0.032 -0.016 0.030
C 0.395803 4.919796 3.192952 0.007 -0.014 -0.004
C 1.035167 5.593472 2.158997 -0.017 -0.009 0.020
C 1.163488 4.996871 0.911939 0.005 -0.025 -0.004
C 0.648465 3.728726 0.696160 -0.024 0.028 -0.019
H -1.594881 1.227597 6.434585 0.009 -0.012 -0.010
H -0.310460 1.010368 5.232005 -0.022 -0.019 0.021
H -0.848040 -0.357834 6.221217 -0.014 0.023 -0.006
H -2.525542 1.106939 4.108189 -0.030 -0.001 -0.018
H -3.110081 -0.229037 5.092281 -0.004 -0.017 0.006
H -1.907886 -2.243341 5.091729 0.004 0.004 0.033
H -1.153575 -2.782527 3.602259 0.061 -0.015 0.020
H -4.117282 -2.039192 3.855474 0.002 -0.016 0.004
H -3.484484 -3.688987 3.848862 0.009 0.018 -0.011
H -3.316595 -2.672623 2.408925 -0.014 -0.008 0.027
H -0.611432 3.110858 3.778745 0.012 0.017 -0.026
H 0.290843 5.388465 4.162922 0.003 0.001 -0.015
H 1.430097 6.587418 2.326268 -0.001 -0.004 0.001
H 1.665291 5.519240 0.107457 -0.005 -0.008 0.014
H 0.736122 3.252889 -0.272807 -0.006 0.030 0.016
C 4.938467 -0.892834 1.290288 0.039 -0.014 -0.178
P 3.330871 -0.136861 0.808622 -0.133 0.140 0.367
C 2.635832 0.059798 2.502667 0.033 0.075 -0.102
C 3.821612 1.582024 0.369387 0.011 -0.072 0.087
C 4.159577 2.508525 1.354922 0.071 0.016 -0.013
C 4.569207 3.791958 1.027455 -0.019 -0.060 0.018
C 4.657363 4.160337 -0.304827 -0.026 -0.050 -0.047
C 4.323526 3.248756 -1.296920 -0.061 0.027 0.029
C 3.889455 1.959824 -0.981814 0.070 -0.035 -0.098
P 3.386992 0.749237 -2.278661 -0.124 0.084 0.022
C 3.575616 1.712202 -3.839475 0.113 -0.051 0.101
C 4.901306 -0.295952 -2.404598 -0.067 0.012 -0.028
H 5.480140 -0.224028 1.960035 0.021 -0.022 0.017
H 5.564922 -1.107966 0.422973 -0.027 0.039 0.093
H 4.733965 -1.831570 1.807835 0.006 0.006 0.002
H 3.407565 0.313832 3.229364 0.007 0.033 0.027
H 2.173835 -0.882421 2.797794 0.010 -0.013 -0.016
H 1.865586 0.832342 2.515861 0.005 -0.023 0.009
H 4.111980 2.231239 2.399044 -0.032 -0.026 0.041
H 4.823468 4.496214 1.809274 -0.014 -0.016 -0.005
H 4.987008 5.155969 -0.575685 -0.006 -0.031 -0.006
H 4.403398 3.559013 -2.328438 0.009 0.005 -0.049
H 3.047775 2.665180 -3.791708 -0.044 -0.052 0.024
H 3.141629 1.128107 -4.651432 0.026 -0.028 -0.007
H 4.624682 1.902381 -4.072087 -0.011 0.070 -0.014
H 5.798311 0.323239 -2.372512 0.029 -0.030 -0.021
H 4.862917 -0.827048 -3.357159 0.026 -0.028 0.004
H 4.947133 -1.039078 -1.606086 -0.015 0.140 -0.110
```
Forces are in eV/Å.

The frontier orbital gap is 7.34 eV. The energy above the lowest of the compared OMol25 structures with the same formula, charge and spin comes out at 29.88 kJ/mol. Its molar mass is 970.90 Da. The calculation puts the highest occupied orbital energy at -9.624 eV. Its total charge is +1.

Number 1: total energy -62521.2725 eV. Number 2: total energy -92076.8534 eV.